Entry A
# C6H16N3O

2 unconnected molecules or ions with the total composition C6H16N3O (ωB97M-V/def2-TZVPD, OMol25).

Cartesian coordinates (Å):
C 0.299 2.384 -0.010
C -2.033 1.532 -0.308
C -1.024 -1.703 1.471
C -0.707 -2.198 -0.916
C -0.636 1.281 0.313
C -0.292 -0.067 -0.193
N 3.787 -0.024 -0.339
N -0.748 -1.242 0.151
N 2.569 -0.103 -0.486
O 1.839 -0.397 0.406
H 0.779 2.402 -0.905
H 1.041 2.590 0.708
H -0.358 3.338 -0.055
H -1.818 1.998 -1.232
H -2.587 0.670 -0.359
H -2.488 2.074 0.478
H -1.895 -1.189 1.992
H -1.350 -2.772 1.341
H -0.093 -1.856 2.101
H -1.159 -3.138 -0.607
H -1.288 -2.060 -1.913
H 0.348 -2.398 -1.185
H -0.805 1.183 1.356
H -0.016 -0.256 -1.225
H 4.401 0.284 -1.149
H 4.232 -0.333 0.564

HOMO ... -13.14 eV
Lowest unoccupied orbital energy ... -3.147 eV
2S+1 ... 1
Net charge ... +1

natural (NBO) population analysis, charges in e, atoms 1 to 8: number 1, C, carries -0.61; number 2, C, carries -0.57; number 3, C, carries -0.46; number 4, C, carries -0.45; number 5, C, carries -0.31; number 6, C, carries 0.41; number 7, N, carries -0.50; number 8, N, carries -0.35

Entry B
# C6H16N3O

2 unconnected molecules or ions with the total composition C6H16N3O (ωB97M-V/def2-TZVPD, OMol25).

Cartesian coordinates (Å):
C 0.229 -0.042 0.311
C -1.607 2.091 -0.822
C -2.548 -1.857 0.584
C -1.526 0.638 -1.119
C -1.997 -0.533 1.114
C 3.176 0.312 0.091
N 3.194 -0.488 1.117
N -1.090 -0.085 0.082
N 3.772 -0.103 -1.035
O 1.092 0.280 -0.507
H -0.699 2.661 -1.013
H -2.362 2.581 -1.317
H -1.915 2.154 0.197
H -3.312 -2.284 1.296
H -3.060 -1.871 -0.444
H -1.666 -2.433 0.374
H -2.609 0.325 -1.530
H -0.929 0.418 -1.957
H -2.823 0.246 1.090
H -1.408 -0.806 1.984
H 0.612 -0.552 1.190
H 2.623 -0.199 1.905
H 3.701 -1.374 1.098
H 4.035 -1.090 -1.279
H 2.868 1.375 0.194
H 4.249 0.638 -1.605

HOMO ... -12.88 eV
Lowest unoccupied orbital energy ... -2.712 eV
2S+1 ... 1
Net charge ... +1

natural (NBO) population analysis, charges in e, atoms 1 to 8: number 1, C, carries 0.53; number 2, C, carries -0.62; number 3, C, carries -0.62; number 4, C, carries -0.23; number 5, C, carries -0.22; number 6, C, carries 0.44; number 7, N, carries -0.74; number 8, N, carries -0.39

Here is how they stack up, most stable first: entry B, entry A.

Entry A
# C3H4ClNS

C3H4ClNS in the gas phase (ωB97M-V/def2-TZVPD, OMol25).

Cartesian coordinates (Å):
Cl -0.222 2.772 -0.366
C 0.064 1.068 -0.172
N 1.118 0.514 0.192
C 1.241 -0.836 0.346
S -0.561 -1.526 0.131
C -1.318 -0.071 -0.227
H 1.750 -1.223 -0.468
H 1.627 -1.193 1.277
H -2.050 0.468 0.455
H -1.648 0.025 -1.169

HOMO ... -8.82 eV
Lowest unoccupied orbital energy ... 0.707 eV
SMILES string ... ClC1=NCSC1
2S+1 ... 1

natural (NBO) population analysis, charges in e, atoms 1 to 8: number 1, Cl, carries 0.04; number 2, C, carries 0.29; number 3, N, carries -0.43; number 4, C, carries -0.26; number 5, S, carries 0.13; number 6, C, carries -0.63; number 7, H, carries 0.21; number 8, H, carries 0.22

Entry B
# C3H4ClNS

C3H4ClNS in the gas phase (ωB97M-V/def2-TZVPD, OMol25).

Cartesian coordinates (Å):
C -0.466 -0.459 0.484
C -1.239 0.603 -0.046
C 1.966 -0.554 -0.115
N 0.702 -0.741 0.076
S -3.073 0.555 0.041
Cl 2.705 0.963 0.158
H -1.045 -1.222 0.879
H -0.948 1.549 0.354
H -1.033 0.547 -1.073
H 2.432 -1.242 -0.759

HOMO (alpha / beta) ... -9.58 / -7.19 eV
Lowest unoccupied orbital energy (alpha / beta) ... -0.282 / -2.177 eV
2S+1 ... 1

natural (NBO) population analysis, charges in e, atoms 1 to 8: number 1, C, carries 0.06; number 2, C, carries -0.63; number 3, C, carries 0.00; number 4, N, carries -0.38; number 5, S, carries 0.09; number 6, Cl, carries -0.03; number 7, H, carries 0.18; number 8, H, carries 0.25

Entry C
# C3H4ClNS

C3H4ClNS in the gas phase (ωB97M-V/def2-TZVPD, OMol25).

Cartesian coordinates (Å):
C 1.433 0.811 -0.274
C 0.719 -0.340 0.062
Cl 1.681 -1.894 0.016
C -0.643 -0.553 0.002
N -1.599 0.448 -0.032
S -1.203 -2.205 -0.157
H 1.009 1.763 -0.650
H 2.561 0.860 -0.015
H -1.309 0.977 1.018
H -2.648 0.133 0.030

HOMO ... -8.22 eV
Lowest unoccupied orbital energy ... -1.342 eV
SMILES string ... C=C(Cl)C(N)=S
2S+1 ... 1

natural (NBO) population analysis, charges in e, atoms 1 to 8: number 1, C, carries -0.30; number 2, C, carries -0.12; number 3, Cl, carries 0.00; number 4, C, carries 0.05; number 5, N, carries -0.79; number 6, S, carries -0.11; number 7, H, carries 0.23; number 8, H, carries 0.23

Here is how they stack up, most stable first: entry A, entry C, entry B.

Entry A
# C4H4ClN

C4H4ClN in the gas phase (ωB97M-V/def2-TZVPD, OMol25).

Cartesian coordinates (Å):
C -0.968 -1.252 -0.644
C 0.558 0.966 1.255
C 0.698 1.949 0.308
C 0.173 -0.821 -0.290
N 0.539 -0.281 0.899
Cl -0.022 2.024 -1.187
H -1.074 -1.584 -1.692
H 0.913 1.177 2.307
H 1.090 -0.856 -0.912
H -1.907 -1.322 -0.044

HOMO (alpha / beta) ... -8.45 / -8.56 eV
Lowest unoccupied orbital energy (alpha / beta) ... -1.311 / -1.213 eV
2S+1 ... 1

natural (NBO) population analysis, charges in e, atoms 1 to 8: number 1, C, carries -0.46; number 2, C, carries -0.10; number 3, C, carries -0.02; number 4, C, carries -0.06; number 5, N, carries -0.32; number 6, Cl, carries 0.12; number 7, H, carries 0.21; number 8, H, carries 0.21

Entry B
# C4H4ClN

2 unconnected molecules or ions with the total composition C4H4ClN (ωB97M-V/def2-TZVPD, OMol25).

Cartesian coordinates (Å):
C 1.415 0.167 0.315
C 0.109 -0.361 -0.007
C 2.523 0.804 0.133
C -2.637 -0.661 -0.465
N 0.587 -0.489 1.231
Cl -3.272 0.217 0.721
H 3.295 0.913 0.804
H 2.854 1.348 -0.789
H -2.278 -1.666 -0.372
H -2.597 -0.272 -1.570

HOMO (alpha / beta) ... -8.97 / -8.39 eV
Lowest unoccupied orbital energy (alpha / beta) ... -0.544 / -2.194 eV
2S+1 ... 1

natural (NBO) population analysis, charges in e, atoms 1 to 8: number 1, C, carries 0.11; number 2, C, carries 0.21; number 3, C, carries -0.57; number 4, C, carries -0.40; number 5, N, carries -0.38; number 6, Cl, carries 0.15; number 7, H, carries 0.22; number 8, H, carries 0.23

Here is how they stack up, most stable first: entry A, entry B.

Entry A
# C46H44N10PbSSbSe4

A molecular structure, C46H44N10PbSSbSe4 (ωB97M-V/def2-TZVPD, OMol25).

Cartesian coordinates (Å):
Pb -0.567 -0.152 0.015
N -4.171 -2.787 1.299
C -3.388 -1.628 1.005
N -2.250 -1.871 0.186
C -2.013 -3.026 -0.369
N -1.097 -3.178 -1.368
N -0.659 -1.977 -1.727
C -0.093 -1.798 -2.865
C 0.057 -0.427 -3.345
C 0.497 -0.157 -4.638
C 0.474 1.149 -5.096
C 0.015 2.155 -4.262
C -0.378 1.805 -2.980
N -0.353 0.558 -2.531
C -2.773 -4.225 0.012
C -2.483 -5.494 -0.473
C -3.215 -6.597 -0.071
C -4.268 -6.410 0.827
C -4.587 -5.160 1.309
C -3.846 -4.037 0.899
H -5.057 -2.576 1.745
H -4.008 -0.914 0.466
H 0.052 -2.632 -3.551
H 0.829 -0.969 -5.272
H 0.802 1.377 -6.103
H -0.037 3.187 -4.579
H -0.728 2.549 -2.278
H -1.675 -5.591 -1.185
H -2.984 -7.583 -0.453
H -4.855 -7.263 1.148
H -5.414 -5.022 1.995
C 0.079 -1.580 3.991
C -0.053 -2.902 3.285
C -0.734 -3.952 3.893
C -0.757 -5.212 3.319
C -0.073 -5.441 2.137
C 0.600 -4.416 1.481
C 1.398 -4.716 0.241
C 0.565 -3.147 2.059
N 1.188 -2.052 1.376
C 2.446 -1.931 1.482
C 3.329 -2.835 2.305
C 3.155 -0.825 0.726
C 4.644 -0.719 0.941
N 2.479 -0.075 -0.043
C 3.158 0.925 -0.803
C 3.553 0.598 -2.100
C 3.429 -0.809 -2.614
C 4.149 1.587 -2.875
C 4.358 2.856 -2.363
C 3.988 3.143 -1.059
C 3.387 2.185 -0.251
C 2.998 2.493 1.164
H -0.852 -1.313 4.488
H 0.331 -0.773 3.305
H 0.869 -1.637 4.746
H -1.256 -3.765 4.824
H -1.313 -6.014 3.787
H -0.078 -6.429 1.693
H 0.860 -5.409 -0.400
H 2.356 -5.174 0.512
H 1.599 -3.828 -0.355
H 2.740 -3.582 2.828
H 3.894 -2.254 3.035
H 4.054 -3.343 1.666
H 5.135 -1.659 0.686
H 4.864 -0.516 1.991
H 5.068 0.077 0.336
H 2.548 -1.316 -2.225
H 4.300 -1.402 -2.317
H 3.377 -0.820 -3.702
H 4.449 1.350 -3.889
H 4.809 3.624 -2.978
H 4.152 4.134 -0.653
H 3.351 3.484 1.446
H 3.418 1.769 1.867
H 1.911 2.475 1.274
N -1.493 4.598 -0.661
C -1.559 5.372 -1.820
C -2.788 5.780 -2.316
C -2.854 6.542 -3.476
C -1.692 6.910 -4.133
C -0.460 6.502 -3.630
C -0.387 5.720 -2.490
S 1.175 5.100 -1.933
N 0.862 4.470 -0.380
C -0.339 4.307 0.018
C -0.555 3.848 1.427
C -1.088 4.764 2.324
C -1.192 4.405 3.653
C -0.772 3.143 4.035
C -0.287 2.292 3.063
N -0.174 2.621 1.775
H -2.340 4.180 -0.287
H -3.689 5.482 -1.794
H -3.819 6.844 -3.859
H -1.737 7.507 -5.035
H 0.455 6.782 -4.141
H -1.411 5.737 1.979
H -1.622 5.084 4.374
H -0.883 2.801 5.054
H -0.005 1.276 3.321
Se -2.956 1.737 -0.238
Sb -4.353 1.369 1.777
Se -2.858 -0.603 2.654
Se -6.400 0.180 1.256
Se -4.481 3.084 3.465

HOMO ... -4.25 eV
Lowest unoccupied orbital energy ... 1.652 eV
2S+1 ... 1
Net charge ... -1

Mulliken population analysis, charges in e, atoms 1 to 8: number 1, Pb, carries 0.99; number 2, N, carries 0.11; number 3, C, carries -1.44; number 4, N, carries -0.52; number 5, C, carries 0.56; number 6, N, carries -1.29; number 7, N, carries 1.27; number 8, C, carries -1.56

Entry B
# C46H44N10PbSSbSe4

A molecular structure, C46H44N10PbSSbSe4 (ωB97M-V/def2-TZVPD, OMol25).

Cartesian coordinates (Å):
Pb -0.017 -0.501 -0.657
N 3.959 -3.113 3.168
C 3.496 -1.885 2.856
N 3.344 -1.422 1.669
C 3.583 -2.282 0.595
N 3.302 -1.957 -0.604
N 2.661 -0.904 -1.055
C 3.277 -0.194 -1.939
C 2.736 0.985 -2.603
C 3.348 1.435 -3.780
C 2.872 2.578 -4.391
C 1.818 3.267 -3.804
C 1.273 2.751 -2.640
N 1.707 1.642 -2.061
C 4.279 -3.545 0.840
C 4.802 -4.325 -0.187
C 5.477 -5.491 0.112
C 5.636 -5.891 1.434
C 5.126 -5.125 2.465
C 4.448 -3.950 2.164
H 3.931 -3.453 4.113
H 3.245 -1.238 3.693
H 4.296 -0.472 -2.208
H 4.166 0.866 -4.198
H 3.320 2.936 -5.309
H 1.432 4.181 -4.235
H 0.454 3.255 -2.135
H 4.653 -4.008 -1.211
H 5.874 -6.094 -0.693
H 6.172 -6.803 1.663
H 5.249 -5.423 3.500
C 0.402 -2.745 2.715
C -1.000 -3.100 2.318
C -1.435 -4.414 2.351
C -2.711 -4.747 1.934
C -3.568 -3.750 1.507
C -3.170 -2.420 1.473
C -4.115 -1.373 0.963
C -1.868 -2.100 1.865
N -1.327 -0.790 1.744
C -1.395 0.020 2.737
C -2.154 -0.354 3.985
C -0.734 1.361 2.772
C -0.584 2.014 4.125
N -0.307 1.917 1.720
C 0.295 3.179 1.660
C 1.690 3.244 1.483
C 2.511 2.009 1.674
C 2.285 4.463 1.207
C 1.536 5.628 1.142
C 0.182 5.573 1.411
C -0.455 4.366 1.683
C -1.918 4.402 2.048
H 0.961 -3.642 2.971
H 0.420 -2.047 3.562
H 0.909 -2.259 1.879
H -0.744 -5.186 2.660
H -3.028 -5.781 1.920
H -4.562 -4.003 1.157
H -5.129 -1.769 0.908
H -3.813 -1.077 -0.044
H -4.114 -0.482 1.591
H -2.689 -1.288 3.827
H -2.868 0.429 4.246
H -1.474 -0.489 4.828
H -1.551 2.333 4.518
H 0.059 2.888 4.036
H -0.142 1.321 4.842
H 2.537 1.726 2.731
H 3.535 2.158 1.336
H 2.092 1.163 1.137
H 3.356 4.496 1.050
H 2.014 6.574 0.924
H -0.411 6.481 1.421
H -2.065 5.052 2.914
H -2.294 3.412 2.287
H -2.521 4.805 1.232
N -3.125 2.060 -3.193
C -4.034 2.793 -2.425
C -4.947 3.631 -3.044
C -5.856 4.367 -2.292
C -5.856 4.266 -0.914
C -4.937 3.430 -0.286
C -4.030 2.702 -1.034
S -2.830 1.687 -0.217
N -2.046 0.892 -1.461
C -2.242 1.124 -2.707
C -1.473 0.352 -3.694
C -1.873 0.222 -5.023
C -1.130 -0.575 -5.878
C -0.002 -1.212 -5.391
C 0.337 -1.013 -4.062
N -0.381 -0.265 -3.236
H -3.220 2.140 -4.189
H -4.941 3.710 -4.125
H -6.562 5.016 -2.791
H -6.559 4.834 -0.320
H -4.912 3.341 0.793
H -2.780 0.687 -5.388
H -1.444 -0.715 -6.903
H 0.591 -1.877 -6.002
H 1.215 -1.502 -3.645
Se 2.376 -3.835 -3.382
Sb 0.587 -4.668 -1.890
Se -1.157 -2.750 -1.415
Se 1.428 -5.553 0.248
Se -0.754 -6.305 -3.139

HOMO ... -2.89 eV
Lowest unoccupied orbital energy ... 1.583 eV
2S+1 ... 1
Net charge ... -1

Mulliken population analysis, charges in e, atoms 1 to 8: number 1, Pb, carries 1.41; number 2, N, carries 0.14; number 3, C, carries -0.59; number 4, N, carries -0.20; number 5, C, carries 0.00; number 6, N, carries -0.77; number 7, N, carries 1.14; number 8, C, carries -1.32

Here is how they stack up, most stable first: entry A, entry B.